Record 1
CH4ClN2O | wB97M-V/def2-TZVPD

Computed properties:
Kohn-Sham gap (alpha / beta): 0.360 / 0.235 hartree
Lowest unoccupied orbital energy (alpha / beta): -0.1971 / -0.2701 hartree
Energy relative to the best compared isomer or geometry (same formula, charge and spin): 4.5168 eV
Molar mass: 95.51 g mol⁻¹
Net charge: +1

Each line ends with the natural charge from an NBO analysis.
Geometry (Å):
Cl1 -2.32 0.39 1.14  0.186
O1 1.91 1.46 0.75  -0.372
N1 1.67 0.35 0.13  -0.075
N2 -1.23 -1.05 -0.72  -0.717
C1 -1.06 -0.19 0.20  0.271
H1 2.46 1.33 1.46  0.505
H2 -0.52 -1.33 -1.45  0.455
H3 1.19 0.54 -0.74  0.326
H4 -2.09 -1.52 -0.77  0.423

---

Record 2
C3H3Cl3O | wB97M-V/def2-TZVPD

Computed properties:
Kohn-Sham gap: 0.378 hartree
Lowest unoccupied orbital energy: 0.0148 hartree
Energy relative to the best compared isomer or geometry (same formula, charge and spin): 0.6645 eV
Molar mass: 161.42 g mol⁻¹
Structure (SMILES): O=C(Cl)Cl.C=CCl

Each line ends with the natural charge from an NBO analysis.
Geometry (Å):
Cl1 -0.96 -2.23 0.43  0.006
Cl2 -3.63 0.41 1.25  -0.016
Cl3 -4.28 -1.01 -1.13  0.052
O1 -3.39 1.42 -1.12  -0.467
C1 0.64 -0.02 0.05  -0.403
C2 -0.22 -0.73 0.78  -0.242
C3 -3.74 0.48 -0.50  0.432
H1 1.03 -0.12 -0.95  0.220
H2 -0.33 -0.33 1.77  0.207
H3 0.90 0.92 0.68  0.211

---

Record 3
C4H8O | wB97M-V/def2-TZVPD

Computed properties:
Kohn-Sham gap: 0.404 hartree
Lowest unoccupied orbital energy: 0.0384 hartree
Energy relative to the best compared isomer or geometry (same formula, charge and spin): 1.1508 eV
Molar mass: 72.11 g mol⁻¹
Structure (SMILES): CC1(O)CC1

Each line ends with the natural charge from an NBO analysis.
Geometry (Å):
O1 -0.82 0.57 -1.35  -0.707
C1 1.01 0.92 0.18  -0.446
C2 1.18 -0.48 -0.35  -0.432
C3 -1.19 -0.71 0.65  -0.619
C4 -0.20 0.09 -0.18  0.226
H1 1.56 -0.65 -1.35  0.224
H2 1.19 1.70 -0.56  0.221
H3 -0.79 -1.10 1.59  0.211
H4 -2.11 -0.16 0.85  0.208
H5 -1.17 1.44 -1.09  0.467
H6 1.34 1.17 1.19  0.216
H7 1.46 -1.22 0.39  0.211
H8 -1.46 -1.57 0.02  0.220

---

Record 4
C35H49ClLuN3O3PSi2Te2 | wB97M-V/def2-TZVPD

Computed properties:
Kohn-Sham gap: 0.274 hartree
Lowest unoccupied orbital energy: -0.0796 hartree
Energy relative to the best compared isomer or geometry (same formula, charge and spin): 1.6345 eV
Molar mass: 1112.56 g mol⁻¹
Net charge: +1

Each line ends with the Mulliken charge.
Geometry (Å):
Lu1 -0.08 0.20 -0.03  1.287
Te1 1.30 0.36 2.94  0.227
Te2 2.41 -1.34 -0.08  -0.156
Cl1 -0.52 5.06 -1.81  -0.187
P1 -1.45 -1.66 -1.96  1.852
Si1 4.11 2.34 2.45  0.183
Si2 -0.89 1.21 5.38  0.312
O1 -0.10 2.51 -0.33  -0.764
O2 0.12 1.31 -2.13  -0.730
O3 -2.10 0.73 0.60  0.309
N1 -3.07 2.69 0.92  -0.240
N2 -4.43 0.84 0.67  -0.382
N3 -0.89 -2.12 1.01  -0.275
C1 -0.56 -4.69 -4.42  -0.840
C2 0.67 -4.24 -5.00  -0.640
C3 4.65 0.35 -3.42  -0.715
C4 3.41 0.61 3.01  -0.829
C5 4.12 3.65 3.76  -0.948
C6 -1.65 2.69 6.23  -1.081
C7 -2.33 0.48 4.33  -0.598
C8 -2.16 -2.65 0.55  0.644
C9 -1.05 -3.97 -3.37  -0.162
C10 -4.68 -3.51 -0.18  -0.979
C11 1.27 -3.05 -4.57  -0.613
C12 5.86 2.19 1.67  -0.960
C13 -3.03 -3.16 1.51  -0.845
C14 -3.48 -0.07 -2.56  -0.839
C15 4.10 0.10 -2.16  -0.017
C16 0.62 -2.26 -3.62  -0.582
C17 -4.26 0.57 -4.77  -0.741
C18 2.96 2.96 1.11  -0.253
C19 0.14 2.41 -1.58  0.651
C20 -3.79 -3.02 -1.14  0.214
C21 -0.59 -0.26 6.59  -1.024
C22 0.74 1.70 4.52  -0.938
C23 5.18 -0.78 -4.15  -0.565
C24 -2.57 -0.94 -3.19  0.596
C25 3.80 -1.20 -1.75  -0.095
C26 -3.22 -0.25 -5.36  -0.543
C27 -4.27 -3.60 1.11  -0.673
C28 4.99 -2.03 -3.64  -0.468
C29 -4.38 0.59 -3.36  -0.595
C30 -2.55 -2.57 -0.77  -0.633
C31 -3.17 1.41 0.74  0.117
C32 -2.44 -1.05 -4.58  -0.448
C33 0.50 3.70 -2.35  -0.577
C34 -0.50 -2.79 -2.96  0.549
C35 4.26 -2.27 -2.47  -0.165
H1 -4.93 -3.93 1.91  0.387
H2 3.18 3.63 4.35  0.181
H3 3.23 2.22 0.31  -0.323
H4 -2.17 3.05 0.59  0.165
H5 -0.90 3.14 6.90  0.320
H6 5.80 1.52 0.78  0.220
H7 1.00 -1.31 -3.25  0.409
H8 4.81 1.36 -3.84  0.379
H9 -3.51 -0.08 -1.50  0.209
H10 -1.90 -4.35 -2.84  0.396
H11 3.16 3.88 0.70  0.705
H12 -3.76 3.39 1.05  0.209
H13 6.62 1.82 2.42  0.315
H14 4.26 4.67 3.26  0.311
H15 3.72 0.22 4.01  0.474
H16 -2.72 -3.06 2.53  0.445
H17 0.07 0.03 7.43  0.338
H18 -1.93 3.29 5.42  0.345
H19 -0.13 -1.14 6.07  0.290
H20 0.72 2.71 4.09  0.487
H21 -4.04 -3.03 -2.21  0.415
H22 -5.65 -3.84 -0.55  0.438
H23 1.87 2.93 1.34  0.001
H24 -1.68 -1.79 -5.03  0.076
H25 1.53 1.66 5.27  0.453
H26 0.25 3.42 -3.36  0.344
H27 -2.72 1.10 3.51  0.067
H28 -2.42 2.26 6.87  0.283
H29 -3.14 0.02 4.87  0.482
H30 -0.16 -2.67 0.58  0.257
H31 5.03 3.59 4.31  0.376
H32 4.16 -3.34 -2.14  0.342
H33 6.08 3.21 1.36  0.312
H34 -5.13 1.26 -2.94  0.379
H35 -5.29 1.33 0.97  0.232
H36 5.63 -0.53 -5.07  0.451
H37 2.23 -2.67 -4.96  0.405
H38 -1.88 -0.37 3.82  -0.008
H39 1.07 -4.79 -5.80  0.479
H40 5.44 -2.95 -4.09  0.315
H41 -3.18 -0.20 -6.43  0.461
H42 3.80 -0.16 2.35  0.331
H43 -4.39 -0.16 0.65  0.141
H44 -4.95 1.14 -5.36  0.430
H45 -1.62 -0.56 6.93  0.285
H46 3.86 0.87 -1.47  0.227
H47 -0.76 -2.22 2.05  0.210
H48 -1.05 -5.62 -4.84  0.346
H49 1.55 3.89 -2.38  0.371

---

Record 5
C5H10O2 | wB97M-V/def2-TZVPD

Computed properties:
Kohn-Sham gap: 0.408 hartree
Lowest unoccupied orbital energy: 0.0367 hartree
Energy relative to the best compared isomer or geometry (same formula, charge and spin): 1.2093 eV
Molar mass: 102.13 g mol⁻¹
Structure (SMILES): C[C@@H](O)CCC=O

Each line ends with the natural charge from an NBO analysis.
Geometry (Å):
O1 0.90 -0.73 1.06  -0.728
O2 -1.80 -1.47 0.61  -0.563
C1 0.84 1.69 1.20  -0.629
C2 -0.33 0.48 -0.68  -0.436
C3 -0.55 -0.87 -1.36  -0.517
C4 0.85 0.47 0.29  0.103
C5 -1.32 -1.81 -0.45  0.463
H1 1.70 1.66 1.88  0.220
H2 1.78 0.45 -0.29  0.168
H3 -1.14 -0.77 -2.28  0.236
H4 0.89 2.62 0.61  0.208
H5 -0.07 1.72 1.80  0.204
H6 -0.19 1.27 -1.42  0.216
H7 0.03 -0.84 1.47  0.478
H8 -1.48 -2.85 -0.77  0.121
H9 0.39 -1.36 -1.66  0.237
H10 -1.25 0.72 -0.13  0.219

---

Record 6
C3H9N3O | wB97M-V/def2-TZVPD

Computed properties:
Kohn-Sham gap: 0.344 hartree
Lowest unoccupied orbital energy: 0.0384 hartree
Energy relative to the best compared isomer or geometry (same formula, charge and spin): 3.3029 eV
Molar mass: 103.12 g mol⁻¹
Structure (SMILES): CO/N=C(\C)NN

Each line ends with the natural charge from an NBO analysis.
Geometry (Å):
O1 -1.62 0.23 -0.03  -0.419
N1 2.12 -1.39 -0.06  -0.642
N2 1.86 -0.04 0.09  -0.443
N3 -0.38 -0.42 -0.03  -0.261
C1 0.56 0.45 -0.01  0.375
C2 -2.66 -0.73 0.04  -0.241
C3 0.39 1.96 0.02  -0.679
H1 -3.58 -0.14 -0.05  0.187
H2 2.58 0.52 -0.33  0.370
H3 1.34 -1.80 -0.62  0.355
H4 -2.66 -1.27 0.97  0.175
H5 -2.62 -1.39 -0.83  0.175
H6 -0.24 2.28 0.85  0.246
H7 2.00 -1.83 0.86  0.346
H8 -0.15 2.28 -0.89  0.240
H9 1.37 2.43 0.07  0.216

---

Record 7
C5H5F3O2S | wB97M-V/def2-TZVPD

Computed properties:
Kohn-Sham gap (alpha / beta): 0.281 / 0.269 hartree
Lowest unoccupied orbital energy (alpha / beta): -0.0727 / -0.0854 hartree
Energy relative to the best compared isomer or geometry (same formula, charge and spin): 2.8118 eV
Molar mass: 186.15 g mol⁻¹

Each line ends with the natural charge from an NBO analysis.
Geometry (Å):
S1 1.97 1.10 -0.16  1.808
F1 3.26 -1.32 0.26  -0.322
F2 3.02 -0.17 1.97  -0.292
F3 1.38 -1.38 1.21  -0.299
O1 2.54 0.69 -1.42  -0.869
O2 2.60 2.13 0.57  -0.854
C1 -1.97 1.29 -1.09  -0.378
C2 -0.64 0.85 -0.53  -0.018
C3 -1.61 0.00 -0.29  -0.041
C4 -2.04 -1.25 0.23  -0.668
C5 2.37 -0.58 0.94  0.818
H1 -2.44 2.12 -0.60  0.196
H2 -1.99 1.14 -2.16  0.192
H3 -1.28 -2.06 0.07  0.250
H4 -2.97 -1.49 -0.23  0.234
H5 -2.21 -1.07 1.25  0.243

---

Record 8
CH7NSi | wB97M-V/def2-TZVPD

Computed properties:
Kohn-Sham gap: 0.353 hartree
Lowest unoccupied orbital energy: 0.0337 hartree
Energy relative to the best compared isomer or geometry (same formula, charge and spin): 2.2099 eV
Molar mass: 61.16 g mol⁻¹

Each line ends with the natural charge from an NBO analysis.
Geometry (Å):
Si1 -0.14 -1.03 -1.07  1.097
N1 0.13 0.56 -0.26  -1.044
C1 0.16 0.69 1.17  -0.401
H1 -0.83 1.02 1.68  0.167
H2 0.96 1.56 1.35  0.182
H3 -0.45 -0.71 -2.48  -0.170
H4 -1.04 -1.94 -0.38  -0.197
H5 -0.33 1.73 -0.61  0.380
H6 1.16 -1.59 -0.97  -0.201
H7 0.38 -0.27 1.57  0.187

---

Ordered E_tot results: -684.97850 -1571.89045 -232.40334 -4905.17937 -346.98099 -359.12306 -1041.54339 -386.46306; unit a.u..